# 1
# C30H43GeN5O3SSiSr

A molecular structure, C30H43GeN5O3SSiSr at a distorted geometry (wB97M-V/def2-TZVPD, OMol25).

## Properties
Net charge: -2
HOMO in eV: -1.39
Gap between HOMO and LUMO in eV: 5.7

The geometry in XYZ format:
```
85
C30H43GeN5O3SSiSr wB97M-V/def2-TZVPD
Sr -0.352 -0.838 1.583
N 1.288 2.260 4.725
C 0.586 1.270 4.087
S 0.466 -0.263 4.829
N 0.006 1.486 2.911
N 0.342 2.697 2.391
C -0.291 3.136 1.368
C -1.451 2.615 0.621
C -2.075 3.521 -0.250
C -3.193 3.124 -0.954
C -3.657 1.831 -0.785
C -2.982 1.001 0.103
N -1.916 1.375 0.797
H 1.917 1.927 5.432
H 1.557 3.042 4.144
H 0.040 4.109 1.007
H -1.667 4.517 -0.366
H -3.680 3.807 -1.641
H -4.519 1.459 -1.322
H -3.316 -0.011 0.301
N 2.250 -0.453 1.669
C 3.169 -1.527 2.038
C 3.010 -2.782 1.192
C 1.684 -3.572 1.348
O 1.736 -4.799 1.513
O 0.627 -2.873 1.265
H 2.164 -0.348 0.660
H 2.550 0.438 2.042
H 2.993 -1.761 3.094
H 4.221 -1.204 1.942
H 3.835 -3.461 1.425
H 3.110 -2.510 0.137
C 0.636 -0.081 -4.936
C -0.030 0.219 -3.595
C -0.476 1.676 -3.574
C -1.256 -0.682 -3.436
Si 1.114 -0.085 -2.085
O 0.381 0.109 -0.695
C 2.537 1.185 -2.191
C 3.453 1.362 -3.230
C 4.411 2.365 -3.200
C 4.474 3.233 -2.119
C 3.569 3.086 -1.079
C 2.617 2.079 -1.121
C 1.815 -1.837 -2.296
C 1.018 -2.900 -1.867
C 1.455 -4.215 -1.931
C 2.713 -4.499 -2.440
C 3.525 -3.462 -2.877
C 3.076 -2.150 -2.800
H -0.091 0.032 -5.753
H 1.026 -1.101 -4.979
H 1.460 0.608 -5.142
H -1.209 1.863 -4.372
H 0.366 2.359 -3.725
H -0.940 1.922 -2.625
H -1.994 -0.452 -4.218
H -1.731 -0.532 -2.467
H -0.997 -1.739 -3.527
H 3.419 0.710 -4.098
H 5.109 2.470 -4.024
H 5.222 4.017 -2.089
H 3.602 3.757 -0.227
H 1.905 1.967 -0.312
H 0.054 -2.700 -1.417
H 0.835 -5.006 -1.527
H 3.069 -5.523 -2.467
H 4.518 -3.671 -3.259
H 3.746 -1.357 -3.114
C -6.113 -1.346 3.454
Ge -4.196 -0.730 3.374
C -4.414 1.226 3.078
C -3.576 -0.883 5.246
C -3.013 -1.645 2.185
H -6.691 -0.802 4.204
H -6.148 -2.412 3.690
H -6.594 -1.207 2.482
H -5.047 1.630 3.873
H -4.890 1.449 2.120
H -3.451 1.733 3.101
H -4.255 -0.351 5.918
H -2.570 -0.478 5.358
H -3.544 -1.932 5.546
H -3.522 -1.867 1.235
H -2.829 -2.625 2.648
```

---

# 2
# C30H43IMgN6O2S3Si

A molecular structure, C30H43IMgN6O2S3Si (wB97M-V/def2-TZVPD, OMol25).

## Properties
Net charge: 0
HOMO in eV: -7.49
Gap between HOMO and LUMO in eV: 7.4

The geometry in XYZ format:
```
87
C30H43IMgN6O2S3Si wB97M-V/def2-TZVPD
Mg 0.505 0.086 -0.798
C -0.305 0.655 -4.979
C 0.026 -0.728 -4.524
N -0.371 -1.748 -5.227
C -0.113 -3.001 -4.773
C 0.534 -3.265 -3.602
C 0.719 -4.694 -3.169
O 2.088 -5.079 -3.051
C 0.973 -2.169 -2.805
C 1.666 -2.420 -1.575
N 1.856 -1.535 -0.651
C 2.617 -1.888 0.474
C 2.451 -3.097 1.146
C 3.178 -3.375 2.291
C 4.086 -2.448 2.786
C 4.268 -1.242 2.125
C 3.533 -0.966 0.982
I 3.811 0.849 -0.013
C 0.730 -0.860 -3.268
O 1.096 0.206 -2.650
H -0.843 0.609 -5.922
H 0.600 1.253 -5.092
H -0.917 1.150 -4.222
H -0.477 -3.811 -5.394
H 0.194 -5.350 -3.872
H 0.286 -4.868 -2.181
H 2.505 -4.931 -3.907
H 2.087 -3.418 -1.446
H 1.720 -3.804 0.778
H 3.032 -4.317 2.800
H 4.658 -2.662 3.679
H 4.976 -0.514 2.496
C 0.996 5.101 -1.490
C -0.424 4.560 -1.647
S -0.692 2.805 -1.273
C -1.626 2.864 0.268
C -0.931 3.514 1.456
S 0.650 2.722 1.873
C 1.779 4.092 2.193
C 2.419 4.743 0.979
S 1.361 5.915 0.088
H 1.162 5.868 -2.248
H 1.731 4.314 -1.663
H -0.716 4.663 -2.694
H -1.132 5.148 -1.063
H -1.891 1.822 0.465
H -2.562 3.397 0.081
H -1.592 3.442 2.321
H -0.736 4.570 1.262
H 2.566 3.626 2.793
H 1.295 4.835 2.829
H 2.772 3.984 0.281
H 3.288 5.316 1.311
C 1.478 1.126 5.465
C 0.269 0.318 5.920
C -0.999 1.162 5.912
C 0.118 -0.961 5.105
N -0.136 -0.721 3.692
C 0.706 -0.690 2.664
N 0.030 -0.423 1.572
N -1.259 -0.312 1.961
N -1.368 -0.493 3.217
H 1.628 1.990 6.113
H 1.338 1.497 4.449
H 2.393 0.530 5.490
H 0.449 -0.030 6.944
H -1.185 1.578 4.920
H -0.900 1.991 6.611
H -1.875 0.580 6.194
H -0.703 -1.579 5.467
H 1.039 -1.546 5.154
H 1.766 -0.836 2.745
C -3.993 -0.578 -4.319
Si -3.922 -1.453 -2.668
C -5.499 -1.133 -1.710
C -3.734 -3.292 -2.962
C -2.490 -0.843 -1.726
C -1.486 -0.405 -1.184
H -4.844 -0.922 -4.910
H -3.082 -0.771 -4.888
H -4.083 0.501 -4.186
H -6.371 -1.501 -2.254
H -5.634 -0.066 -1.534
H -5.467 -1.628 -0.740
H -4.579 -3.686 -3.530
H -3.676 -3.834 -2.017
H -2.821 -3.493 -3.523
```

---

# 3
# C30H44BF2N2O10ReS3Si3

A molecular structure, C30H44BF2N2O10ReS3Si3 at a distorted geometry (wB97M-V/def2-TZVPD, OMol25).

## Properties
Net charge: -1
HOMO (spin up / spin down) in eV: -5.61 / -5.51
Multiplicity: 2
Gap between HOMO and LUMO (spin up / spin down) in eV: 7.5 / 7.3

The geometry in XYZ format:
```
96
C30H44BF2N2O10ReS3Si3 wB97M-V/def2-TZVPD
Re 0.222 -0.101 0.026
C -2.080 2.558 -1.446
Si -2.304 2.032 0.352
C -3.596 0.640 0.352
C -3.095 3.541 1.228
C -0.688 1.544 1.260
Si 0.429 3.054 1.608
C 2.200 2.458 1.936
C 0.520 4.526 0.399
C -0.205 3.961 3.179
Si -1.112 0.738 2.928
C 0.249 0.634 4.253
C -2.657 1.273 3.920
C -1.475 -1.030 2.347
C -1.971 -2.049 3.140
C -2.108 -3.329 2.631
C -1.805 -3.526 1.294
C -1.336 -2.469 0.541
N -1.121 -1.249 1.064
H -2.974 3.053 -1.830
H -1.906 1.679 -2.066
H -1.232 3.226 -1.585
H -4.556 1.004 -0.017
H -3.759 0.197 1.336
H -3.270 -0.160 -0.317
H -4.162 3.598 1.006
H -2.635 4.474 0.899
H -2.986 3.489 2.311
H 2.399 1.575 1.329
H 2.368 2.192 2.980
H 2.930 3.219 1.656
H 1.381 4.441 -0.259
H 0.605 5.459 0.957
H -0.363 4.596 -0.236
H -0.702 3.303 3.889
H -0.914 4.745 2.911
H 0.625 4.441 3.704
H 0.500 1.606 4.676
H 1.140 0.199 3.810
H -0.062 -0.017 5.072
H -2.467 2.170 4.511
H -2.948 0.486 4.620
H -3.516 1.477 3.282
H -2.214 -1.829 4.172
H -2.441 -4.150 3.251
H -1.892 -4.499 0.836
H -1.102 -2.598 -0.504
O 3.323 -0.455 0.695
S 2.762 -1.541 2.146
O 3.142 -2.865 1.687
O 1.311 -1.272 2.044
C 4.179 -1.076 -0.111
C 5.508 -1.329 0.243
C 6.334 -2.022 -0.621
C 5.873 -2.481 -1.853
C 4.562 -2.238 -2.217
C 3.736 -1.540 -1.354
S 2.023 -1.314 -1.703
O 1.247 -2.022 -0.713
O 1.824 -1.617 -3.080
O 1.877 0.259 -1.417
H 5.852 -1.004 1.215
H 7.353 -2.226 -0.318
H 6.529 -3.041 -2.505
H 4.143 -2.583 -3.153
F 1.227 2.503 -1.410
B 0.838 1.219 -1.686
F 0.215 1.189 -2.891
C -0.633 -6.540 -1.435
C -1.544 -5.952 -2.477
C -2.705 -5.281 -2.097
C -3.503 -4.654 -3.035
C -3.146 -4.709 -4.373
C -2.023 -5.408 -4.781
C -1.230 -6.034 -3.830
S -4.001 -3.622 -5.500
O -3.509 -3.857 -6.831
O -5.416 -3.729 -5.276
N -3.513 -2.128 -5.025
C -2.065 -1.899 -5.170
C -1.584 -0.822 -4.202
C -1.830 -1.189 -2.722
O -2.938 -1.643 -2.392
O -0.856 -0.979 -1.942
H -1.202 -7.022 -0.639
H -0.032 -5.748 -0.983
H 0.046 -7.270 -1.873
H -2.975 -5.223 -1.050
H -4.386 -4.102 -2.745
H -1.784 -5.439 -5.835
H -0.344 -6.574 -4.141
H -3.755 -1.973 -4.034
H -1.877 -1.612 -6.206
H -1.504 -2.821 -4.976
H -2.128 0.107 -4.387
H -0.520 -0.646 -4.333
```

---

In the order shown, the computed total energy values come out to -4464.0145, -3629.8631, -4397.6746 a.u..
In the order shown, the computed ΔE to the lowest compared entry with this formula, charge and spin values come out to 82.22, 128.10, 433.06 kJ/mol.